Entry 1:
{
  "formula": "C22H14BrClF3N4O5Rh",
  "method": "ωB97M-V/def2-TZVPD",
  "symbols": ["C", "C", "H", "H", "N", "H", "H", "C", "Cl", "C", "Br", "H", "C", "O", "H", "O", "H", "C", "C", "C", "C", "C", "C", "O", "H", "N", "F", "C", "C", "C", "F", "O", "O", "C", "N", "C", "C", "C", "N", "H", "H", "C", "H", "F", "C", "C", "C", "H", "Rh", "H", "H"],
  "coordinates": [[-0.844, 0.939, 2.805], [-2.140, 0.941, -4.442], [-2.508, 0.923, 4.187], [3.776, -0.334, 0.104], [0.722, -1.366, 0.139], [-0.444, 1.056, -1.545], [7.033, 2.900, 0.559], [3.939, 3.485, 0.273], [-5.401, 0.920, 0.102], [-2.580, 0.964, -1.680], [1.091, 3.611, 0.011], [-0.431, -4.056, -1.496], [1.296, -1.972, 1.189], [0.332, 0.897, 2.262], [-4.664, 0.927, -2.200], [-1.096, 0.961, 3.995], [5.975, 0.754, 0.366], [3.857, 0.743, 0.161], [-3.424, 0.921, -3.929], [-1.950, 0.963, 1.792], [0.620, -5.616, 0.454], [-1.062, 0.981, -3.571], [-1.294, 0.994, -2.211], [-3.505, 0.912, 4.303], [1.750, -1.338, 1.939], [-1.597, 0.975, 0.515], [1.224, -6.148, -0.614], [2.790, 2.775, 0.135], [-3.800, 0.939, 0.592], [5.132, 2.751, 0.362], [-0.652, -6.026, 0.472], [6.243, 3.448, 0.496], [-5.364, 0.863, 3.108], [0.066, -3.482, -0.725], [2.707, 1.439, 0.074], [0.113, -2.108, -0.801], [0.665, -4.104, 0.360], [5.075, 1.352, 0.303], [-2.724, 0.965, -0.238], [-0.051, 1.014, -3.955], [1.754, -3.810, 2.192], [-4.142, 0.906, 3.178], [3.960, 4.566, 0.317], [1.229, -6.047, 1.558], [-3.654, 0.934, -2.559], [1.290, -3.345, 1.334], [-3.327, 0.940, 1.920], [-1.972, 0.934, -5.511], [0.596, 0.849, 0.154], [-4.270, 0.895, -4.601], [-0.339, -1.583, -1.633]],
  "gap_ev": [8.6, 4.3],
  "lumo_ha": [-0.23266, -0.39016],
  "total_charge": 2,
  "spin_multiplicity": 5,
  "total_energy_ev": -132946.525
}


Entry 2:
{
  "formula": "C22H15BrCl2IrN3O4S2",
  "method": "ωB97M-V/def2-TZVPD",
  "symbols": ["O", "C", "C", "C", "C", "O", "C", "N", "H", "N", "C", "C", "H", "N", "Cl", "C", "O", "C", "C", "C", "H", "H", "C", "C", "C", "C", "Cl", "H", "Ir", "O", "H", "H", "C", "H", "H", "S", "H", "H", "H", "H", "H", "C", "S", "C", "C", "C", "H", "Br", "C", "C"],
  "coordinates": [[-1.251, -1.178, 0.227], [1.469, 2.588, -2.080], [1.735, 1.742, -0.971], [1.675, -3.019, -0.793], [-5.414, 0.138, -0.333], [1.548, 0.470, -1.042], [2.081, -3.937, -1.746], [0.939, -1.941, -1.101], [-6.494, 1.301, -1.761], [1.578, -2.213, 1.402], [-4.166, -0.213, 0.154], [2.283, 4.522, -0.883], [0.340, 0.337, 5.664], [1.755, -2.416, 2.755], [2.589, 6.223, -0.885], [-3.134, 1.273, -1.442], [-0.774, 0.914, 0.232], [2.571, 3.756, 0.204], [0.576, -1.734, -2.357], [0.019, -0.679, 5.881], [0.004, -0.839, -2.557], [2.435, -4.029, 1.052], [1.046, -1.626, 3.490], [-3.020, 0.350, -0.402], [2.646, 1.572, 1.280], [1.965, -3.153, 0.621], [0.783, 1.883, -3.504], [-4.465, 2.314, -2.755], [0.636, -0.556, 0.732], [2.299, 0.393, 1.520], [3.007, 4.199, 1.090], [3.337, 2.000, 2.012], [-4.379, 1.608, -1.941], [-0.998, -0.850, 5.538], [2.673, -4.794, -1.456], [-0.083, -0.438, 2.859], [-6.300, -0.290, 0.113], [0.059, -0.839, 6.956], [1.998, -4.418, -3.836], [0.619, -2.411, -4.384], [1.501, 4.547, -2.893], [0.934, -2.613, -3.370], [1.161, -1.895, 5.199], [-5.515, 1.038, -1.383], [2.275, 2.372, 0.180], [-1.660, 0.021, 0.048], [-2.236, 1.718, -1.852], [-4.072, -1.405, 1.614], [1.700, -3.723, -3.063], [1.726, 3.930, -2.033]],
  "relative_energy_kcal_mol": 0.0,
  "gap_ev": [7.0, 5.8],
  "lumo_ha": [-0.14733, -0.19062],
  "total_charge": 1,
  "spin_multiplicity": 2,
  "total_energy_ev": -155308.260
}


Entry 3:
{
  "formula": "C22H15F10N4OOsS",
  "method": "ωB97M-V/def2-TZVPD",
  "symbols": ["H", "N", "H", "F", "C", "C", "O", "C", "H", "C", "F", "C", "F", "C", "C", "S", "H", "H", "C", "Os", "H", "C", "C", "C", "F", "C", "F", "H", "C", "H", "H", "C", "C", "C", "N", "F", "C", "C", "F", "H", "H", "C", "F", "N", "F", "H", "C", "H", "C", "C", "F", "N", "H", "H"],
  "coordinates": [[2.364, -0.589, -1.046], [-1.926, -2.055, 2.133], [-1.638, 0.076, -3.178], [1.071, 1.846, 2.203], [-2.620, -3.352, 3.979], [1.022, -1.518, 3.465], [-1.385, -2.082, 0.890], [-3.066, -2.177, 4.609], [-1.274, -2.156, -2.296], [1.073, 0.015, 5.301], [-4.018, 0.654, -0.874], [-3.491, 1.878, -0.911], [1.095, 0.258, 6.614], [-1.629, 3.340, -1.154], [1.054, -1.282, 4.828], [-2.030, 0.587, 1.898], [2.640, -1.925, 0.960], [-0.308, -3.123, -1.185], [-4.326, 2.966, -0.721], [-0.758, -0.310, 0.114], [1.215, 0.591, -2.231], [1.074, 1.062, 4.394], [1.635, -1.810, 0.540], [-2.315, -0.894, 2.703], [0.941, -2.803, 3.067], [-2.919, -0.976, 3.974], [-1.953, 5.674, -1.005], [2.208, -2.296, -1.510], [1.024, -0.493, 2.517], [0.762, -0.568, -3.502], [1.111, -2.763, 0.676], [-0.855, 0.627, -2.646], [1.750, -1.481, -0.941], [1.062, 0.805, 3.037], [0.928, -0.685, 1.146], [-0.324, 3.537, -1.360], [-3.803, 4.245, -0.754], [-2.127, 2.041, -1.123], [1.039, -2.306, 5.687], [-0.663, 1.547, -3.206], [-1.676, -4.086, 2.171], [-2.449, 4.438, -0.973], [-4.604, 5.296, -0.580], [0.395, -1.169, -1.485], [1.097, 2.319, 4.839], [0.299, -2.806, -2.834], [0.462, -0.130, -2.544], [-2.701, -4.319, 4.450], [-0.257, -2.389, -1.987], [-2.059, -3.255, 2.744], [-5.631, 2.790, -0.511], [-1.277, 0.925, -1.266], [-3.516, -2.221, 5.591], [-3.240, -0.050, 4.428]],
  "relative_energy_kcal_mol": 0.7,
  "gap_ev": [7.4, 7.6],
  "lumo_ha": [0.00863, 0.00526],
  "spin_multiplicity": 2,
  "total_energy_ev": -71539.946
}


Entry 4:
{
  "formula": "C22H17B2N5O18",
  "method": "ωB97M-V/def2-TZVPD",
  "symbols": ["H", "H", "O", "H", "C", "O", "O", "O", "H", "H", "C", "O", "N", "H", "H", "O", "C", "O", "O", "C", "C", "C", "H", "H", "O", "O", "O", "C", "C", "C", "C", "C", "N", "O", "O", "C", "C", "C", "O", "H", "B", "C", "H", "O", "H", "H", "C", "H", "B", "C", "H", "C", "O", "C", "C", "H", "N", "O", "N", "C", "H", "C", "N", "O"],
  "coordinates": [[-1.647, 1.647, 4.496], [-4.906, -2.095, 1.381], [-5.785, -5.912, 1.195], [1.388, 5.568, 1.506], [0.240, 2.416, 5.002], [1.731, 1.798, 0.079], [-0.347, 0.638, -0.515], [0.431, 4.935, -1.947], [-3.227, -4.867, 5.111], [-4.243, -5.985, 3.168], [-3.565, -2.868, 4.336], [0.942, 5.356, -6.254], [4.373, 5.780, 0.233], [1.535, 4.706, -0.055], [5.013, -2.958, -3.090], [0.492, 5.614, -8.442], [4.343, -4.867, -2.637], [0.729, 0.134, 1.524], [0.165, 2.685, -8.274], [3.055, 0.176, -0.786], [4.061, -3.443, -2.881], [2.013, 4.910, 0.907], [3.611, -3.044, -1.975], [-0.874, -4.910, 0.392], [3.150, 4.402, -2.666], [-1.016, -0.936, 2.484], [4.013, -0.415, -1.179], [2.931, 1.687, -0.431], [-3.661, -4.279, 4.316], [-1.194, -0.023, 0.248], [-0.876, -4.098, 1.116], [0.775, 4.673, -3.063], [-5.153, -4.885, 0.977], [1.885, -0.442, -0.537], [2.255, 3.930, -4.697], [3.368, 5.340, 0.564], [-4.182, -4.905, 3.207], [-0.807, 1.415, 5.145], [0.038, 4.494, -4.139], [3.429, -3.305, -3.754], [0.929, 4.241, -5.282], [0.568, 4.949, -7.438], [-0.479, -3.178, 0.698], [-4.964, -4.459, -0.159], [-3.844, -1.068, 3.201], [-0.354, 0.472, 4.831], [2.238, 4.345, -3.421], [-1.910, -3.937, 1.424], [0.975, 0.547, 0.133], [-0.494, -0.329, 1.583], [2.046, 3.970, 1.455], [-0.097, -4.504, 2.283], [3.775, 2.535, -0.452], [-4.061, -2.123, 3.279], [-4.697, -4.152, 2.151], [-1.093, 1.375, 6.193], [0.561, -4.850, 3.153], [-2.256, -0.455, -0.115], [4.559, -5.984, -2.484], [-4.600, -2.781, 2.160], [-3.090, -2.465, 5.220], [0.360, 3.446, -7.361], [1.030, 3.250, 4.973], [0.414, 3.085, -6.091]],
  "gap_ev": 7.7,
  "lumo_ha": 0.08738,
  "total_charge": -2,
  "total_energy_ev": -68759.157
}